ORCA calculation (wB97M-V/def2-TZVPD) on a molecular structure, C26H20Br2CoNO3PS3.

The calculation puts the LUMO energy (spin up / spin down) at -4.504 / -4.512 eV. The calculation puts the relative energy (zero: lowest compared OMol25 entry of this formula, charge and spin) at 125.19 kJ/mol. For the highest occupied orbital energy (spin up / spin down), the calculation gives -11.31 / -11.31 eV. The max |F| is 0.66 eV/Å. As for the multiplicity: 1. As for the orbital gap (spin up / spin down): 0.2501 / 0.2498 Eh. The net charge is +1.

Last column: Mulliken charge in e.
Geometry (Å):
Co -0.495 -1.606 -0.927  -0.910
S 0.551 -2.680 0.762  -0.115
C -0.969 -2.284 1.436  0.812
N -1.728 -1.679 0.567  0.247
C -3.006 -1.418 1.075  -0.207
C -4.091 -0.814 0.443  -0.386
C -5.268 -0.644 1.154  -0.942
C -5.384 -1.061 2.478  -0.515
C -4.318 -1.666 3.116  -0.636
C -3.139 -1.837 2.400  1.185
S -1.661 -2.571 2.966  -0.171
H -4.023 -0.492 -0.582  0.230
H -6.117 -0.179 0.665  0.421
H -6.318 -0.919 3.010  0.401
H -4.401 -2.004 4.144  0.412
O 2.186 -2.942 -3.696  -0.684
S 1.598 -2.660 -2.431  1.445
O 0.622 -1.478 -2.461  -0.414
O 0.889 -3.737 -1.774  -0.646
C 2.853 -1.911 -1.396  -0.045
C 4.146 -2.388 -1.522  -0.677
C 5.192 -1.749 -0.869  -0.786
C 4.945 -0.605 -0.126  -0.905
C 3.648 -0.121 -0.003  -0.674
C 2.584 -0.777 -0.607  0.411
P 0.922 -0.070 -0.339  2.702
C 0.693 0.420 1.385  0.859
C 1.551 0.050 2.416  -0.770
C 1.245 0.389 3.724  -0.793
C 0.071 1.076 4.014  -0.609
C -0.801 1.426 2.990  -0.788
C -0.489 1.100 1.680  -0.317
C 0.875 1.467 -1.288  0.761
C 0.724 1.464 -2.676  -0.937
C 0.761 2.659 -3.376  -0.595
C 0.954 3.862 -2.706  -0.569
C 1.127 3.866 -1.329  -0.765
C 1.089 2.674 -0.619  -0.676
H 4.334 -3.241 -2.166  0.507
H 6.201 -2.129 -0.972  0.431
H 5.758 -0.078 0.355  0.440
H 3.473 0.786 0.569  0.603
H 2.448 -0.517 2.209  0.534
H 1.923 0.106 4.520  0.446
H -0.167 1.334 5.040  0.426
H -1.723 1.951 3.210  0.469
H -1.176 1.373 0.878  0.042
H 0.604 0.533 -3.208  0.713
H 0.655 2.649 -4.456  0.503
H 0.982 4.793 -3.260  0.438
H 1.293 4.798 -0.801  0.448
H 1.223 2.693 0.456  0.401
Br -2.278 -0.859 -2.685  0.018
C -2.581 1.048 -2.965  -0.538
Br -2.726 2.094 -1.378  0.001
H -3.513 1.097 -3.504  0.515
H -1.748 1.407 -3.544  0.250